{"formula": "C41H40F5NO23PS", "method": "ωB97M-V with the def2-TZVPD basis set", "symbols": ["C", "C", "O", "C", "C", "C", "S", "O", "O", "C", "F", "F", "C", "F", "F", "F", "C", "N", "P", "C", "C", "C", "H", "H", "H", "H", "H", "H", "H", "H", "H", "H", "H", "H", "H", "H", "H", "H", "H", "H", "H", "H", "C", "C", "C", "O", "C", "C", "C", "O", "O", "O", "H", "H", "H", "H", "C", "C", "C", "O", "C", "C", "C", "O", "O", "O", "H", "H", "H", "H", "C", "C", "C", "O", "C", "C", "C", "O", "O", "O", "H", "H", "H", "H", "C", "C", "C", "O", "C", "C", "C", "O", "O", "O", "H", "H", "H", "H", "C", "C", "C", "O", "C", "C", "C", "O", "O", "O", "H", "H", "H", "H"], "xyz": [[1.5329, 7.0856, 1.3163], [1.1036, 7.1575, -0.1358], [0.9980, 5.8950, -0.8025], [0.1483, 4.9651, -0.2346], [-1.3242, 5.4066, -0.1086], [-2.0483, 4.2511, 0.6165], [-3.6970, 4.6570, 1.1580], [-4.4152, 3.4635, 1.4796], [-4.2671, 5.5543, 0.2038], [-3.3954, 5.5493, 2.7478], [-2.6723, 4.7035, 3.4994], [-2.6405, 6.6207, 2.5353], [-4.7231, 5.9181, 3.5124], [-5.7954, 5.7448, 2.7479], [-4.6461, 7.1957, 3.8912], [-4.8192, 5.1556, 4.6033], [-2.0418, 3.0296, -0.3049], [-0.5944, 2.6507, -0.4516], [-0.3533, 0.9446, -1.1542], [1.4292, 0.6603, -1.0208], [-1.0305, -0.1430, 0.1297], [0.1491, 3.7408, -1.1646], [1.4697, 8.0990, 1.7185], [0.8899, 6.4710, 1.9487], [2.5748, 6.7870, 1.4220], [1.8675, 7.6996, -0.6892], [0.1846, 7.7417, -0.2422], [0.4745, 4.6177, 0.7614], [-1.4526, 6.3568, 0.3999], [-1.7545, 5.4548, -1.1096], [-1.4523, 4.0311, 1.5100], [-2.3868, 3.3125, -1.2982], [-2.6370, 2.1894, 0.0408], [-0.2256, 2.6360, 0.5048], [1.7039, 0.4560, 0.0187], [2.0293, 1.5042, -1.3554], [1.6419, -0.2187, -1.6268], [-0.9445, -1.1578, -0.2602], [-2.0711, 0.0792, 0.3536], [-0.4352, -0.0840, 1.0461], [-0.4427, 4.0050, -2.0401], [1.1385, 3.4396, -1.4922], [2.2685, -4.3783, -2.2381], [2.8554, -5.3888, -2.9040], [3.1216, -5.3177, -4.3917], [3.6727, -6.2764, -4.8976], [2.7067, -4.1361, -5.1157], [2.1237, -3.1340, -4.4475], [1.8831, -3.1965, -2.9584], [1.3586, -2.2181, -2.4338], [1.7073, -2.0142, -5.0271], [3.2399, -6.5086, -2.3302], [2.0737, -4.4192, -1.1763], [2.8792, -4.1044, -6.1818], [1.3208, -1.4684, -4.3185], [3.6368, -7.0543, -3.0415], [5.5466, 6.2138, -5.1155], [5.3595, 6.8134, -3.9302], [4.0517, 6.7131, -3.1807], [3.9771, 7.2716, -2.0999], [2.9629, 5.9677, -3.7727], [3.1489, 5.3707, -4.9587], [4.4662, 5.4491, -5.7005], [4.5300, 4.8537, -6.7587], [2.2172, 4.6667, -5.5802], [6.2876, 7.5320, -3.3203], [6.4785, 6.2772, -5.6592], [2.0285, 5.9194, -3.2298], [2.6271, 4.3540, -6.4131], [5.8923, 7.8476, -2.4853], [-5.8035, 0.8885, 6.9661], [-5.6392, 2.2104, 6.8221], [-5.2242, 3.1022, 7.9712], [-5.0835, 4.2863, 7.7191], [-5.0238, 2.5090, 9.2728], [-5.1918, 1.1858, 9.4208], [-5.5817, 0.2889, 8.2655], [-5.6889, -0.8994, 8.5014], [-5.0327, 0.5527, 10.5694], [-5.8167, 2.8577, 5.6796], [-6.0982, 0.2437, 6.1503], [-4.7429, 3.1561, 10.0915], [-5.2143, -0.3912, 10.3899], [-5.6337, 3.7952, 5.8803], [2.5410, -5.9572, 1.8887], [2.2368, -7.0418, 1.1605], [1.7994, -8.3422, 1.7989], [1.5296, -9.2549, 1.0403], [1.7322, -8.4192, 3.2409], [2.0392, -7.3347, 3.9687], [2.4522, -6.0268, 3.3306], [2.6907, -5.0953, 4.0779], [2.0078, -7.3086, 5.2903], [2.2876, -7.0756, -0.1611], [2.8548, -5.0229, 1.4444], [1.4340, -9.3564, 3.6889], [2.2724, -6.4056, 5.5539], [2.0131, -7.9831, -0.4084], [0.4210, -9.9476, -4.1473], [0.9128, -8.8307, -4.7050], [0.1113, -7.5473, -4.7688], [0.6485, -6.5766, -5.2784], [-1.2286, -7.5379, -4.2307], [-1.7213, -8.6566, -3.6762], [-0.9146, -9.9343, -3.5910], [-1.4498, -10.8838, -3.0526], [-2.9331, -8.7458, -3.1609], [2.1255, -8.7604, -5.2303], [0.9850, -10.8681, -4.0945], [-1.7975, -6.6212, -4.2953], [-3.0214, -9.6634, -2.8312], [2.2542, -7.8489, -5.5595]], "lumo_ev": -3.51, "homo_ev": -11.085, "charge": 1, "e_tot_ev": -125450.1141, "multiplicity": 1}

=====

{"formula": "C41H40NOP2SSbSe4Tc", "method": "ωB97M-V with the def2-TZVPD basis set", "symbols": ["Tc", "C", "N", "C", "P", "C", "C", "C", "C", "C", "C", "C", "C", "C", "C", "C", "C", "C", "C", "C", "C", "C", "C", "P", "C", "C", "C", "C", "C", "C", "C", "C", "C", "C", "C", "C", "H", "H", "H", "H", "H", "H", "H", "H", "H", "H", "H", "H", "H", "H", "H", "H", "H", "H", "H", "H", "H", "H", "H", "H", "H", "H", "H", "H", "H", "Se", "Sb", "Se", "Se", "Se", "S", "C", "C", "C", "C", "C", "C", "H", "H", "H", "H", "H", "C", "O", "C", "C", "H", "H", "H", "H", "H", "H"], "xyz": [[-0.2161, 1.0059, -1.4755], [0.9363, -1.8163, 0.8188], [-0.3288, -1.9653, 1.5137], [-1.4162, -1.0649, 1.2071], [-1.6022, -0.8554, -0.6284], [-3.4081, -0.7787, -0.8968], [-4.0617, -1.7489, -1.6532], [-5.4344, -1.6766, -1.8489], [-6.1651, -0.6344, -1.2992], [-5.5194, 0.3405, -0.5521], [-4.1496, 0.2716, -0.3523], [-1.1221, -2.4966, -1.2649], [-0.2818, -2.6747, -2.3607], [0.0564, -3.9545, -2.7895], [-0.4415, -5.0634, -2.1240], [-1.2788, -4.8962, -1.0259], [-1.6191, -3.6229, -0.6023], [-0.3334, -2.6376, 2.7500], [0.5282, -3.7204, 2.9490], [0.5435, -4.3882, 4.1645], [-0.3083, -4.0068, 5.1943], [-1.1740, -2.9430, 4.9925], [-1.1865, -2.2525, 3.7862], [1.3673, -0.1633, 0.0964], [3.0663, -0.6235, -0.3824], [3.2257, -1.5288, -1.4307], [4.4945, -1.9246, -1.8301], [5.6126, -1.4137, -1.1851], [5.4564, -0.5171, -0.1368], [4.1878, -0.1178, 0.2663], [1.5463, 0.9246, 1.5458], [1.8324, 2.2809, 1.3633], [1.9767, 3.1145, 2.4572], [1.8270, 2.6071, 3.7452], [1.5458, 1.2650, 3.9318], [1.4100, 0.4184, 2.8342], [1.0475, -2.5189, -0.0103], [1.7644, -2.0154, 1.4994], [-1.2919, -0.0611, 1.6338], [-2.3514, -1.4667, 1.5912], [-3.5069, -2.5544, -2.1137], [-5.9294, -2.4357, -2.4410], [-7.2346, -0.5786, -1.4567], [-6.0810, 1.1659, -0.1318], [-3.6604, 1.0454, 0.2195], [0.1133, -1.8201, -2.8891], [0.7058, -4.0805, -3.6471], [-0.1867, -6.0596, -2.4625], [-1.6659, -5.7590, -0.4995], [-2.2759, -3.5087, 0.2521], [1.1697, -4.0595, 2.1440], [1.2179, -5.2254, 4.2997], [-0.2964, -4.5321, 6.1398], [-1.8452, -2.6316, 5.7836], [-1.8494, -1.4054, 3.6710], [2.3577, -1.9346, -1.9410], [4.6099, -2.6303, -2.6432], [6.6038, -1.7159, -1.4977], [6.3270, -0.1236, 0.3721], [4.0810, 0.5847, 1.0836], [1.9417, 2.6806, 0.3640], [2.1945, 4.1645, 2.3068], [1.9327, 3.2616, 4.6005], [1.4279, 0.8627, 4.9300], [1.1916, -0.6250, 3.0146], [-3.5367, 3.4751, -2.8149], [-1.7803, 3.8863, -4.2844], [-1.5411, 0.3905, -3.3087], [0.4928, 3.1878, -2.5309], [-1.2974, 1.5333, -5.3172], [-1.3007, 2.1561, 0.1043], [-1.4859, 3.9142, 0.2391], [-2.7859, 4.3250, 0.5417], [-3.0677, 5.6675, 0.7341], [-2.0536, 6.6107, 0.6342], [-0.7543, 6.2007, 0.3697], [-0.4630, 4.8555, 0.1814], [-3.5769, 3.5882, 0.6103], [-4.0809, 5.9767, 0.9563], [-2.2739, 7.6611, 0.7757], [0.0432, 6.9308, 0.3138], [0.5529, 4.5435, 0.0111], [3.8728, 2.3484, -2.1884], [2.6646, 1.8404, -1.6165], [1.6055, 1.6280, -2.4751], [1.9589, 0.8991, -3.7458], [4.3541, 1.6050, -2.8233], [4.5271, 2.5835, -1.3534], [3.6649, 3.2561, -2.7616], [2.4580, -0.0461, -3.5122], [2.6461, 1.5042, -4.3398], [1.0796, 0.7119, -4.3493]], "lumo_ev": -4.56, "homo_ev": -9.986, "charge": 1, "e_tot_ev": -346234.3010, "de_lowest_kcal_mol": 14.21, "multiplicity": 1}

=====

Asked for orbital gap across the records above, the calculation gives 7.57 5.43 eV in order.